1.
Below is C5H4N2O in the gas phase, with properties calculated with ωB97M-V/def2-TZVPD.

Cartesian coordinates (Å):
H: -3.397 -0.475 0.145
N: -2.710 0.414 0.107
C: -1.474 0.006 -0.054
N: -1.050 -1.297 -0.138
C: 0.215 -1.247 -0.037
C: 0.813 0.142 0.055
C: 2.154 0.394 0.020
C: -0.310 1.040 -0.063
O: -0.545 2.226 -0.133
H: 1.013 -2.100 -0.096
H: 2.738 -0.543 -0.045
H: 2.553 1.441 0.239

## Properties
HOMO energy, eV: -9.8
Charge: 0
HOMO-LUMO gap, hartree: 0.321

=====

2.
Below is C5H4N2O in the gas phase, with properties calculated with ωB97M-V/def2-TZVPD.

Cartesian coordinates (Å):
N: 2.270 -1.728 -0.281
C: 1.247 -1.178 0.042
C: -0.058 -0.757 0.540
C: -1.087 -0.229 -0.367
O: -2.365 -0.686 -0.277
C: -0.476 0.641 0.624
C: 0.362 1.698 0.067
N: 1.160 2.462 -0.312
H: -0.289 -1.363 1.451
H: -0.706 -0.180 -1.365
H: -2.956 -0.041 -0.650
H: -1.071 0.889 1.489

## Properties
HOMO energy, eV: -11.2
Charge: 0
HOMO-LUMO gap, hartree: 0.421

=====

3.
Below is C5H4N2O as an isolated structure, with properties calculated with ωB97M-V/def2-TZVPD.

Cartesian coordinates (Å):
C: 0.570 0.790 -0.129
C: 0.590 -1.410 -0.093
C: -0.347 -0.365 -0.143
C: -1.710 -0.437 -0.172
C: -2.854 -0.487 0.090
H: -1.178 2.016 -0.371
H: 2.768 -1.265 0.032
H: 0.401 -2.518 -0.062
H: -3.918 -0.089 0.826
N: 1.878 0.564 0.048
N: 1.742 -0.854 0.198
O: -0.114 1.917 0.067

## Properties
HOMO energy, eV: -8.4
Charge: 0
HOMO-LUMO gap, hartree: 0.333

=====

4.
Below is C5H4N2O in the gas phase, with properties calculated with ωB97M-V/def2-TZVPD.

Cartesian coordinates (Å):
H: -0.294 -0.467 -3.026
N: -0.756 0.364 -2.660
C: -0.457 0.478 -1.437
N: -0.814 1.518 -0.574
C: -0.468 1.211 0.606
C: 0.242 -0.170 0.735
C: 0.658 -0.656 1.894
C: 0.320 -0.612 -0.664
O: 0.818 -1.569 -1.225
H: -0.653 1.806 1.503
H: 1.057 -1.683 1.972
H: 0.346 -0.222 2.877

## Properties
HOMO energy, eV: -9.7
Charge: 0
HOMO-LUMO gap, hartree: 0.320

=====

Quick look at relative energies in kJ/mol: 1 72.6; 2 48.6; 3 373.2; 4 0.0.

=====

1.
Below is a 2-piece molecular cluster, C5H13NS overall, with properties calculated with ωB97M-V/def2-TZVPD.

Cartesian coordinates (Å):
C: 0.715 0.322 -1.851
C: -1.795 0.577 -1.813
C: 1.771 -0.267 1.737
C: -0.549 -1.205 2.010
C: -0.491 1.151 -1.533
N: 0.323 -0.131 1.534
S: -0.516 1.252 1.190
H: 0.799 0.142 -2.973
H: 1.617 0.856 -1.443
H: 0.662 -0.687 -1.541
H: -1.977 -0.294 -1.204
H: -1.779 0.175 -2.759
H: -2.661 1.248 -1.779
H: 2.106 -0.686 2.764
H: 2.299 -1.024 1.135
H: 2.256 0.795 1.512
H: -0.324 -2.161 1.616
H: -0.556 -1.432 3.188
H: -1.489 -0.872 1.817
H: -0.412 2.241 -1.604

## Properties
HOMO energy (spin up / spin down), eV: -7.2 / -7.4
Charge: 0
HOMO-LUMO gap (spin up / spin down), hartree: 0.261 / 0.299

=====

2.
Below is C5H13NS in the gas phase, with properties calculated with ωB97M-V/def2-TZVPD.

Cartesian coordinates (Å):
C: -1.241 -0.393 1.925
N: -0.936 -0.842 0.511
C: -1.030 -2.285 0.408
C: 0.231 -0.287 -0.135
C: 0.677 1.258 -0.104
C: 0.725 1.829 -1.627
S: 2.410 2.484 -2.099
H: -2.201 -0.800 2.194
H: -0.534 -0.660 2.780
H: -1.231 0.798 1.899
H: -0.471 -2.741 1.308
H: -2.107 -2.518 0.297
H: -0.548 -2.693 -0.498
H: 1.077 -0.849 0.493
H: 0.183 -0.522 -1.144
H: -0.020 1.809 0.523
H: 1.695 1.161 0.293
H: 0.540 1.129 -2.436
H: 0.125 2.727 -1.819
H: 2.658 1.395 -2.769

## Properties
HOMO energy, eV: -8.2
Charge: 0
HOMO-LUMO gap, hartree: 0.337

=====

Quick look at relative energies in kJ/mol: 1 139.6; 2 0.0.

=====

1.
Below is C5H13NS in the gas phase, with properties calculated with ωB97M-V/def2-TZVPD.

Cartesian coordinates (Å):
C: 3.367 0.507 0.497
S: 1.869 0.138 -0.072
N: 1.670 -0.957 -1.150
C: 0.185 0.081 0.760
C: -1.133 -0.458 -0.192
C: -2.328 -0.889 0.720
C: -1.564 0.616 -1.155
H: 3.785 -0.281 0.981
H: 3.428 1.357 1.198
H: 1.611 1.454 -0.686
H: 2.645 -1.158 -1.604
H: 0.258 -0.329 1.784
H: -0.008 1.177 0.904
H: -0.684 -1.355 -0.753
H: -2.704 0.038 1.053
H: -2.013 -1.449 1.508
H: -3.209 -1.188 0.103
H: -2.288 0.273 -1.870
H: -2.148 1.374 -0.472
H: -0.740 1.051 -1.557

## Properties
HOMO energy, eV: -8.5
Charge: 0
HOMO-LUMO gap, hartree: 0.337

=====

2.
Below is C5H13NS in the gas phase, with properties calculated with ωB97M-V/def2-TZVPD.

Cartesian coordinates (Å):
C: 1.298 -1.293 2.445
N: 1.072 -0.789 1.152
C: 0.502 0.545 1.043
C: 0.388 0.793 -0.460
C: -0.470 -0.339 -1.195
C: -1.805 0.154 -1.770
S: -1.593 1.363 -3.142
H: 0.410 -1.807 2.763
H: 2.221 -1.810 2.552
H: 1.216 -0.401 3.106
H: 0.638 -1.501 0.566
H: -0.449 0.610 1.611
H: 1.227 1.363 1.362
H: 1.421 0.966 -0.926
H: -0.118 1.771 -0.569
H: 0.041 -0.792 -2.076
H: -0.484 -1.203 -0.447
H: -2.401 0.691 -1.039
H: -2.411 -0.580 -2.293
H: -0.704 2.260 -2.682

## Properties
HOMO energy, eV: -8.6
Charge: 0
HOMO-LUMO gap, hartree: 0.350

=====

3.
Below is a 2-piece molecular cluster, C5H13NS overall, with properties calculated with ωB97M-V/def2-TZVPD.

Cartesian coordinates (Å):
C: 0.402 -2.890 -1.288
C: -0.252 -2.117 -0.417
N: -1.580 -2.169 -0.066
H: -0.079 -3.657 -1.884
H: 1.482 -2.896 -1.288
H: 0.317 -1.377 0.131
H: -2.193 -2.724 -0.638
H: -2.010 -1.350 0.330
C: 0.992 2.417 -0.836
C: -0.092 1.640 -0.097
C: 0.336 1.192 1.300
S: -1.109 0.489 2.169
H: 0.592 2.827 -1.762
H: 1.866 1.802 -1.053
H: 1.348 3.251 -0.228
H: -1.008 2.233 -0.030
H: -0.374 0.754 -0.673
H: 0.667 2.058 1.871
H: 1.141 0.464 1.215
H: -0.447 0.049 3.245

## Properties
HOMO energy, eV: -8.0
Charge: 0
HOMO-LUMO gap, hartree: 0.326

=====

4.
Below is C5H13NS in the gas phase, with properties calculated with ωB97M-V/def2-TZVPD.

Cartesian coordinates (Å):
C: -1.364 0.311 -1.631
N: -0.769 -0.668 -0.601
C: -1.846 -1.576 -0.340
C: -0.272 0.090 0.575
C: 1.167 -0.310 1.053
C: 2.148 0.724 0.493
S: 2.471 2.113 1.668
H: -2.378 0.015 -1.916
H: -0.801 0.102 -2.568
H: -1.179 1.352 -1.489
H: -1.450 -2.549 0.179
H: -2.334 -2.117 -1.256
H: -2.691 -1.109 0.389
H: -0.957 -0.158 1.398
H: -0.374 1.178 0.376
H: 1.324 -1.311 0.869
H: 1.150 -0.205 2.112
H: 1.846 1.182 -0.468
H: 3.021 0.202 0.375
H: 3.287 2.734 0.782

## Properties
HOMO energy, eV: -8.6
Charge: 0
HOMO-LUMO gap, hartree: 0.353

=====

Quick look at relative energies in kJ/mol: 1 493.0; 2 74.4; 3 0.0; 4 138.0.

=====

1.
Below is C5H13NS in the gas phase, with properties calculated with ωB97M-V/def2-TZVPD.

Cartesian coordinates (Å):
C: 1.774 2.632 -1.071
N: 0.728 1.361 -1.528
C: 0.781 0.350 -0.430
C: -0.395 -0.730 -0.558
C: -0.357 -1.618 0.684
C: -1.303 -1.106 1.853
S: -3.030 -2.068 1.542
H: 1.144 3.313 -0.478
H: 2.085 3.048 -2.134
H: 2.504 2.154 -0.350
H: 1.084 0.888 -2.341
H: 0.636 0.697 0.570
H: 1.758 -0.182 -0.447
H: -1.291 -0.164 -0.665
H: -0.301 -1.369 -1.547
H: 0.606 -1.567 1.178
H: -0.651 -2.696 0.502
H: -1.044 -1.409 2.905
H: -1.491 -0.030 2.009
H: -3.237 -1.503 0.308

## Properties
HOMO energy, eV: -8.9
Charge: 0
HOMO-LUMO gap, hartree: 0.363

=====

2.
Below is C5H13NS in the gas phase, with properties calculated with ωB97M-V/def2-TZVPD.

Cartesian coordinates (Å):
C: 1.492 0.019 2.686
S: -0.185 -0.254 2.363
C: -0.203 -1.354 0.880
C: -1.014 -0.452 -0.058
C: -0.137 0.351 -0.946
C: -1.214 1.264 -1.879
N: 0.839 -0.200 -1.872
H: 2.226 -0.765 2.635
H: 1.467 0.388 3.588
H: 1.802 0.858 2.100
H: 0.829 -1.569 0.404
H: -0.629 -2.275 1.354
H: -1.634 0.284 0.622
H: -1.596 -1.072 -0.655
H: 0.297 1.224 -0.314
H: -2.091 1.507 -1.222
H: -1.783 0.620 -2.615
H: -0.766 2.103 -2.453
H: 0.658 -1.037 -2.485
H: 1.641 0.361 -2.134

## Properties
HOMO energy, eV: -8.1
Charge: 0
HOMO-LUMO gap, hartree: 0.337

=====

Quick look at relative energies in kJ/mol: 1 0.0; 2 7.0.

=====

1.
Below is a 3-piece molecular cluster, C3H12O3 overall, with properties calculated with ωB97M-V/def2-TZVPD.

Cartesian coordinates (Å):
C: 0.431 2.878 -1.138
C: 1.864 2.996 -1.739
C: 2.511 1.631 -1.772
O: 2.499 1.025 -0.458
H: 0.351 3.062 -0.080
H: -0.264 3.486 -1.702
H: 0.063 1.851 -1.232
H: 2.383 3.701 -1.084
H: 1.702 3.505 -2.685
H: 3.546 1.704 -2.118
H: 1.906 0.939 -2.336
H: 3.356 1.177 -0.046
O: -3.467 -3.095 0.839
H: -4.394 -2.925 0.657
H: -3.409 -3.314 1.780
O: -2.712 -4.095 3.386
H: -2.728 -4.764 4.084
H: -2.008 -4.391 2.790

## Properties
HOMO energy, eV: -10.3
Charge: 0
HOMO-LUMO gap, hartree: 0.408

=====

2.
Below is a 4-piece molecular cluster, C3H12O3 overall, with properties calculated with ωB97M-V/def2-TZVPD.

Cartesian coordinates (Å):
C: -1.809 -1.281 -1.794
C: -1.576 0.008 -1.629
C: -0.512 0.796 -2.358
H: -2.801 -1.611 -1.490
H: -1.457 -1.883 -2.606
H: -2.240 0.584 -1.021
H: -0.382 0.448 -3.376
H: 0.409 0.752 -1.800
H: -0.908 1.794 -2.554
O: 2.647 0.046 1.198
H: 2.791 -0.598 1.902
H: 1.710 0.243 1.149
O: 3.930 -2.485 1.121
H: 4.824 -2.158 1.055
H: 3.313 -2.136 0.473
O: -2.932 2.551 3.703
H: -2.949 2.572 4.661
H: -2.058 2.359 3.364

## Properties
HOMO energy, eV: -9.9
Charge: 0
HOMO-LUMO gap, hartree: 0.377

=====

3.
Below is a 3-piece molecular cluster, C3H12O3 overall, with properties calculated with ωB97M-V/def2-TZVPD.

Cartesian coordinates (Å):
C: -0.668 1.205 -0.266
C: -0.367 0.057 0.643
C: -0.555 0.359 2.127
O: 0.914 -0.543 0.387
H: -0.752 0.914 -1.314
H: -0.071 2.115 -0.176
H: -1.686 1.534 -0.037
H: -1.031 -0.739 0.388
H: -1.614 0.245 2.380
H: -0.312 1.365 2.478
H: 0.025 -0.397 2.660
H: 1.632 0.069 0.590
O: -0.977 -2.597 -1.495
H: -0.221 -2.431 -0.914
H: -0.712 -3.404 -1.951
O: 2.167 1.123 -1.749
H: 2.650 0.636 -2.425
H: 1.577 0.488 -1.324

## Properties
HOMO energy, eV: -10.8
Charge: 0
HOMO-LUMO gap, hartree: 0.422

=====

Quick look at relative energies in kJ/mol: 1 41.2; 2 118.4; 3 0.0.

=====

1.
Below is a 2-piece molecular cluster, C4HNO2 overall, with properties calculated with ωB97M-V/def2-TZVPD.

Cartesian coordinates (Å):
C: 0.438 0.986 -0.781
C: 1.179 1.866 -1.100
C: -0.519 -0.671 2.187
C: -0.847 -1.050 -0.554
N: -0.282 -0.024 -0.460
O: -0.230 -1.727 2.464
O: -1.646 -1.872 -0.445
H: 1.907 2.493 -1.312

## Properties
HOMO energy, eV: -9.9
Charge: 0
HOMO-LUMO gap, hartree: 0.383

=====

2.
Below is C4HNO2 in the gas phase, with properties calculated with ωB97M-V/def2-TZVPD.

Cartesian coordinates (Å):
C: 0.347 0.409 -0.148
C: 1.648 0.458 0.008
C: 3.717 1.635 0.037
C: -1.841 1.666 0.034
N: -0.569 1.436 -0.035
O: 2.646 1.180 0.021
O: -3.051 1.813 0.059
H: 0.041 -0.615 -0.191

## Properties
HOMO energy, eV: -8.3
Charge: 0
HOMO-LUMO gap, hartree: 0.284

=====

Quick look at relative energies in kJ/mol: 1 0.0; 2 470.9.

=====

1.
Below is C3H5ClN2O2 in the gas phase, with properties calculated with ωB97M-V/def2-TZVPD.

Cartesian coordinates (Å):
H: -0.141 -0.616 2.443
N: -0.214 -1.005 1.535
C: 0.214 -0.255 0.624
C: 0.284 -0.596 -0.885
C: 0.806 1.190 1.099
Cl: 0.972 1.342 2.803
N: 2.077 1.509 0.421
O: 2.047 1.741 -0.760
O: 3.042 1.461 1.141
H: 0.960 -1.457 -0.942
H: 0.866 0.336 -1.395
H: -0.684 -0.659 -1.345
H: 0.072 2.154 0.554

## Properties
HOMO energy, eV: -10.5
Charge: 0
HOMO-LUMO gap, hartree: 0.376

=====

2.
Below is a 2-piece molecular cluster, C3H5ClN2O2 overall, with properties calculated with ωB97M-V/def2-TZVPD.

Cartesian coordinates (Å):
C: 0.550 0.181 0.267
C: 1.612 -0.742 -0.173
C: -0.602 0.271 -0.571
N: 0.775 0.841 1.359
N: -1.713 1.033 -0.268
O: -2.379 1.406 -1.276
O: -1.898 1.407 0.878
Cl: -1.718 -2.686 0.452
H: 1.314 -1.706 -0.009
H: 2.418 -0.739 0.491
H: 2.098 -0.655 -1.244
H: -0.591 -0.187 -1.479
H: 0.134 1.575 1.574

## Properties
HOMO energy (spin up / spin down), eV: -10.6 / -10.4
Charge: 0
HOMO-LUMO gap (spin up / spin down), hartree: 0.284 / 0.223

=====

Quick look at relative energies in kJ/mol: 1 0.0; 2 222.1.

=====

1.
Below is a 2-piece molecular cluster, C7H17NO overall, with properties calculated with ωB97M-V/def2-TZVPD.

Cartesian coordinates (Å):
C: -1.443 2.040 1.516
C: -0.646 0.894 0.902
N: -0.500 -0.431 1.515
C: -1.760 -1.176 1.639
C: 0.453 -1.240 0.866
C: 1.969 -1.087 1.045
O: 0.119 -2.194 0.194
H: -0.799 2.870 1.284
H: -1.172 2.125 2.586
H: -2.498 1.823 1.485
H: -1.021 0.691 -0.117
H: 0.362 1.266 0.702
H: -2.594 -0.802 2.232
H: -2.114 -1.383 0.659
H: -1.478 -2.139 2.068
H: 2.397 -0.592 0.169
H: 2.378 -0.597 1.926
H: 2.248 -2.134 0.986
C: 0.469 -0.265 -3.120
C: 1.130 0.861 -2.338
H: -0.166 -0.830 -2.425
H: -0.319 -0.056 -3.859
H: 1.127 -0.957 -3.644
H: 1.357 0.435 -1.358
H: 0.465 1.681 -2.077
H: 2.035 1.199 -2.835

## Properties
HOMO energy, eV: -9.2
Charge: 0
HOMO-LUMO gap, hartree: 0.372

=====

2.
Below is a 2-piece molecular cluster, C7H17NO overall, with properties calculated with ωB97M-V/def2-TZVPD.

Cartesian coordinates (Å):
C: -0.371 1.123 2.471
C: -0.672 -0.036 1.360
N: 0.237 -1.262 1.383
C: 0.846 -1.843 2.638
C: 0.547 -2.078 0.233
C: 0.585 -1.899 -1.219
O: 0.786 -3.167 0.694
H: -0.213 0.637 3.607
H: -1.481 1.735 2.387
H: 0.437 1.649 2.102
H: -1.570 -0.625 1.755
H: -0.847 0.536 0.408
H: 1.436 -2.979 2.698
H: 1.339 -1.137 3.083
H: 0.434 -2.362 3.521
H: 1.521 -1.769 -1.736
H: 0.286 -2.891 -1.623
H: -0.084 -1.150 -1.639
C: -0.108 1.946 -2.100
C: -0.658 2.409 -3.450
H: 0.109 0.854 -2.059
H: 0.823 2.422 -1.910
H: -0.774 2.134 -1.283
H: -0.101 2.095 -4.284
H: -1.741 2.162 -3.738
H: -0.766 3.495 -3.302

## Properties
HOMO energy, eV: -8.3
Charge: 0
HOMO-LUMO gap, hartree: 0.336

=====

Quick look at relative energies in kJ/mol: 1 0.0; 2 340.4.